Below is a structure of composition C17H15ClFeO3, with properties calculated with ωB97M-V with the def2-TZVPD basis set.

Results
spin multiplicity: 6
charge: -1
frontier orbital gap (alpha / beta): 6.9 / 3.0 eV
⟨S²⟩: 8.81
DFT total energy: -70922.8867 eV

Cartesian coordinates (Å):
C 4.15 1.07 -0.46
C 3.89 1.64 -1.77
C 2.82 0.89 -2.38
H 4.45 2.47 -2.20
C 2.39 -0.12 -1.44
C 3.25 -0.05 -0.29
H 3.27 -0.76 0.53
H 4.95 1.34 0.22
H 2.42 1.01 -3.39
H 1.57 -0.82 -1.59
Fe 2.16 1.80 -0.55
Cl 0.69 3.42 -0.34
C -2.16 0.29 -2.44
C -1.53 -0.97 -2.63
C -0.63 -0.85 -3.74
H -1.74 -1.88 -2.08
C -0.71 0.48 -4.24
C -1.65 1.20 -3.42
H -1.87 2.27 -3.50
H -2.87 0.54 -1.66
H -0.10 -1.68 -4.21
H -0.14 0.88 -5.08
O -2.33 -1.82 1.19
C -2.12 -1.36 2.36
C -3.06 -1.59 3.41
C -2.86 -1.08 4.68
C -1.71 -0.34 4.98
C -0.75 -0.09 3.99
C -0.92 -0.58 2.70
C 0.13 -0.38 1.66
O 1.17 0.26 1.87
O -0.12 -0.94 0.48
H -1.06 -1.40 0.57
H -3.93 -2.19 3.16
H -3.61 -1.26 5.44
H -1.56 0.06 5.98
H 0.14 0.50 4.19